<1>
Molecular formula: C2H7N3O
Method: DFT, the ωB97M-V functional and the def2-TZVPD basis

SMILES	CN(C)NN=O
HOMO-LUMO gap	0.333	Eh
2S+1	1

XYZ file:
```
13
Properties=species:S:1:pos:R:3:lowdin_charge:R:1
H -1.1303 1.8025 1.0882 0.075
N 0.7458 0.6979 -0.6214 -0.068
H -1.8306 0.2259 1.4270 0.082
H 1.8086 0.9550 -0.5652 0.168
N 0.1412 0.1499 0.5430 -0.278
O 0.9884 0.3893 -2.8956 -0.049
H 0.3190 -1.7239 -0.3809 0.034
C 0.4155 -1.2961 0.5599 -0.089
H -0.1572 -1.7696 1.4590 0.114
C -1.1683 0.7550 0.6984 -0.130
H -1.8011 0.9908 -0.2371 0.088
H 1.4723 -1.4875 0.9034 0.085
N 0.1966 0.3109 -1.9786 -0.032
```


<2>
Molecular formula: C2H7N3O
Method: DFT, the ωB97M-V functional and the def2-TZVPD basis

SMILES	CN/N=C/NO
HOMO-LUMO gap	0.341	Eh
2S+1	1

XYZ file:
```
13
Properties=species:S:1:pos:R:3:lowdin_charge:R:1
H -1.8185 -1.1314 -0.6310 0.056
H -1.8636 -0.7307 1.1563 0.093
N 0.2276 0.6966 -0.1362 -0.043
N 2.2564 -0.4074 -0.4186 -0.090
C -1.9579 -0.3439 0.0981 -0.119
O 2.7605 0.8813 -0.2490 -0.107
H 2.6305 -0.9567 0.3943 0.135
C 0.8553 -0.3993 -0.2672 -0.215
H 0.3482 -1.3320 -0.3434 0.104
H -1.3666 1.6271 0.3973 0.129
N -1.1022 0.8343 -0.2268 -0.131
H 2.0484 1.3266 0.3390 0.106
H -3.0181 -0.0645 -0.1127 0.083
```


Result of the stability comparison: <1> is the least stable of them.